[1]
The following is a DFT calculation (the ωB97M-V functional and the def2-TZVPD basis) of a structure of composition CHMgO3 at a distorted geometry.

The geometry in XYZ format:
```
6
Properties=species:S:1:pos:R:3:lowdin_charge:R:1
O 0.26089 0.70266 0.01412 -0.23
C -0.78816 -0.01838 -0.04012 -0.81
O -1.95679 0.33236 0.05847 0.06
Mg 2.01729 -0.16741 0.07568 0.86
O -0.46050 -1.34272 -0.05761 0.00
H -1.18862 -1.86477 0.29829 0.12
```

The LUMO energy (alpha / beta) comes out at -0.124 / -1.370 eV. For the HOMO-LUMO gap (alpha / beta), the calculation gives 7.56 / 8.52 eV. Its HOMO energy (alpha / beta) is -0.282 / -0.364 Eh. Its electronic energy is -12640.862 eV. The spin multiplicity is 2. Its total charge is 0. The calculation puts the energy above the lowest of the compared OMol25 structures with the same formula, charge and spin at 1.51 kcal per mole. The largest force on an atom comes out at 2.61 eV/Å.


[2]
The following is a DFT calculation (the ωB97M-V functional and the def2-TZVPD basis) of a structure of composition CHMnO2 at a distorted geometry.

The geometry in XYZ format:
```
5
Properties=species:S:1:pos:R:3:lowdin_charge:R:1
H -0.58119 -0.24658 1.40554 0.19
O 1.14259 0.03322 -0.72864 -0.15
O -0.64978 0.10554 0.42448 -0.18
C 0.73101 0.38765 0.39944 -0.24
Mn -0.64263 -0.27984 -1.50082 1.37
```

The LUMO energy (alpha / beta) comes out at -7.113 / -7.172 eV. For the HOMO-LUMO gap (alpha / beta), the calculation gives 7.13 / 7.10 eV. Its HOMO energy (alpha / beta) is -0.524 / -0.525 Eh. Its electronic energy is -36457.695 eV. The spin multiplicity is 6. Its total charge is +1. The largest force on an atom comes out at 4.24 eV/Å.


[3]
The following is a DFT calculation (the ωB97M-V functional and the def2-TZVPD basis) of a structure of composition CHN2O2P at a distorted geometry.

The geometry in XYZ format:
```
7
Properties=species:S:1:pos:R:3:lowdin_charge:R:1
C 1.53853 -0.09264 -1.34072 -0.48
N 2.44453 0.48813 -1.71376 0.07
N -0.92668 0.61030 2.13008 0.15
O -2.02981 0.84616 1.99362 0.16
O -0.24857 -0.36035 0.84879 -0.60
P 0.15973 -0.98193 -0.59938 0.77
H -0.93773 -0.50966 -1.31863 -0.07
```

The LUMO energy (alpha / beta) comes out at -1.904 / -1.905 eV. For the HOMO-LUMO gap (alpha / beta), the calculation gives 7.20 / 7.20 eV. Its HOMO energy (alpha / beta) is -0.334 / -0.334 Eh. Its electronic energy is -17412.696 eV. The spin multiplicity is 1. Its total charge is 0. The calculation puts the energy above the lowest of the compared OMol25 structures with the same formula, charge and spin at 9.20 kcal per mole. The largest force on an atom comes out at 3.26 eV/Å.


[4]
The following is a DFT calculation (the ωB97M-V functional and the def2-TZVPD basis) of a cluster of 2 separate species, CHN3O in total at a distorted geometry.

The geometry in XYZ format:
```
6
Properties=species:S:1:pos:R:3:lowdin_charge:R:1
N -2.71702 0.32278 -0.34420 0.24
N -1.79501 0.33952 0.24070 -0.32
O -0.83323 0.48155 0.86140 0.08
C 1.71071 -0.41951 -0.31944 -0.10
N 2.33279 -1.18204 0.27617 0.06
H 1.30177 0.45770 -0.71463 0.03
```

The LUMO energy comes out at 0.816 eV. For the HOMO-LUMO gap, the calculation gives 13.14 eV. As for the structure (SMILES): N#[N+][O-].C#N. Its HOMO energy is -0.453 Eh. Its electronic energy is -7568.106 eV. The spin multiplicity is 1. Its total charge is 0. The calculation puts the energy above the lowest of the compared OMol25 structures with the same formula, charge and spin at 84.58 kcal per mole. The largest force on an atom comes out at 3.57 eV/Å.


[5]
The following is a DFT calculation (the ωB97M-V functional and the def2-TZVPD basis) of the molecule CHN3O2 at a distorted geometry.

The geometry in XYZ format:
```
7
Properties=species:S:1:pos:R:3:lowdin_charge:R:1
O 1.95693 0.02888 -0.04465 0.15
C 0.76254 -0.01881 -0.02747 -0.45
N -0.10008 1.19924 0.10817 0.10
N -1.19557 0.85985 -0.03524 0.01
N -1.27501 -0.62699 -0.23997 -0.03
O -0.04332 -1.15717 0.11236 -0.01
H -1.88948 -0.88556 0.79242 0.23
```

The LUMO energy comes out at -0.205 eV. For the HOMO-LUMO gap, the calculation gives 10.68 eV. As for the structure (SMILES): O=c1nn[nH]o1. Its HOMO energy is -0.400 Eh. Its electronic energy is -9614.316 eV. The spin multiplicity is 1. Its total charge is 0. The calculation puts the energy above the lowest of the compared OMol25 structures with the same formula, charge and spin at 71.25 kcal per mole. The largest force on an atom comes out at 6.38 eV/Å.


[6]
The following is a DFT calculation (the ωB97M-V functional and the def2-TZVPD basis) of the molecule CHN3O2 at a distorted geometry.

The geometry in XYZ format:
```
7
Properties=species:S:1:pos:R:3:lowdin_charge:R:1
N -2.59292 -0.45186 -0.09769 0.19
C -1.47434 -0.31376 0.10444 -0.26
N -0.19171 -0.06471 0.18312 -0.16
O 0.76812 -1.02477 0.03963 0.02
N 0.32155 1.31296 0.10402 0.06
O 1.49757 1.29192 -0.05550 0.01
H 1.67173 -0.74978 -0.27802 0.14
```

The LUMO energy comes out at -0.789 eV. For the HOMO-LUMO gap, the calculation gives 9.60 eV. As for the structure (SMILES): N#CN(O)N=O. Its HOMO energy is -0.382 Eh. Its electronic energy is -9613.000 eV. The spin multiplicity is 1. Its total charge is 0. The calculation puts the energy above the lowest of the compared OMol25 structures with the same formula, charge and spin at 101.61 kcal per mole. The largest force on an atom comes out at 4.54 eV/Å.


[7]
The following is a DFT calculation (the ωB97M-V functional and the def2-TZVPD basis) of the molecule CHN3O2 at a distorted geometry.

The geometry in XYZ format:
```
7
Properties=species:S:1:pos:R:3:lowdin_charge:R:1
O -1.90106 -0.07819 -0.04364 0.08
C -0.62582 0.06536 0.18427 -0.49
N 0.20207 1.13038 -0.00851 0.08
N 1.34482 0.72919 -0.04072 0.06
O 1.35271 -0.72266 0.00466 -0.09
N -0.04936 -1.12078 -0.04228 0.18
H -2.34100 0.84315 -0.15312 0.18
```

The LUMO energy comes out at -0.324 eV. For the HOMO-LUMO gap, the calculation gives 10.30 eV. As for the structure (SMILES): Oc1nnon1. Its HOMO energy is -0.391 Eh. Its electronic energy is -9614.366 eV. The spin multiplicity is 1. Its total charge is 0. The calculation puts the energy above the lowest of the compared OMol25 structures with the same formula, charge and spin at 70.10 kcal per mole. The largest force on an atom comes out at 6.02 eV/Å.


[8]
The following is a DFT calculation (the ωB97M-V functional and the def2-TZVPD basis) of the molecule CHN3O5 at a distorted geometry.

The geometry in XYZ format:
```
10
Properties=species:S:1:pos:R:3:lowdin_charge:R:1
O -1.22911 1.73899 0.75748 0.03
N -2.22429 0.97791 0.71704 0.07
C -2.55224 0.14625 -0.20882 -0.34
O -3.41744 -0.61743 -0.53203 0.15
N -0.87275 -0.36955 -0.55788 0.02
O -0.00393 0.50070 -0.33704 0.04
N -0.59005 -1.56666 0.15591 -0.40
O -1.45362 -2.38115 0.11677 0.15
O 0.47610 -1.56786 0.68706 0.11
H 0.75867 0.35366 0.27126 0.18
```

The LUMO energy (alpha / beta) comes out at -2.344 / -2.341 eV. For the HOMO-LUMO gap (alpha / beta), the calculation gives 7.61 / 7.61 eV. As for the structure (SMILES): O=NC(=O)N(O)[N+](=O)[O-]. Its HOMO energy (alpha / beta) is -0.366 / -0.366 Eh. Its electronic energy is -15750.614 eV. The spin multiplicity is 1. Its total charge is 0. The calculation puts the energy above the lowest of the compared OMol25 structures with the same formula, charge and spin at 91.69 kcal per mole. The largest force on an atom comes out at 4.56 eV/Å.


[9]
The following is a DFT calculation (the ωB97M-V functional and the def2-TZVPD basis) of a structure of composition CHN3OS at a distorted geometry.

The geometry in XYZ format:
```
7
Properties=species:S:1:pos:R:3:lowdin_charge:R:1
C 0.44332 -0.09808 -0.05660 -0.27
N 1.33944 0.76700 -0.27502 -0.16
N 0.81440 -1.44378 0.15450 -0.10
N 1.95432 -1.78912 0.04662 0.01
O 3.64182 0.57957 0.64697 -0.49
S 2.83906 0.07760 -0.40867 0.87
H -0.64485 0.23343 -0.10384 0.14
```

The LUMO energy comes out at -1.467 eV. For the HOMO-LUMO gap, the calculation gives 7.55 eV. Its HOMO energy is -0.331 Eh. Its electronic energy is -18402.851 eV. The spin multiplicity is 1. Its total charge is 0. The calculation puts the energy above the lowest of the compared OMol25 structures with the same formula, charge and spin at 76.40 kcal per mole. The largest force on an atom comes out at 3.00 eV/Å.


[10]
The following is a DFT calculation (the ωB97M-V functional and the def2-TZVPD basis) of the molecule CHN3OS at a distorted geometry.

The geometry in XYZ format:
```
7
Properties=species:S:1:pos:R:3:lowdin_charge:R:1
S 3.02865 0.71770 -0.10009 0.10
C 0.88288 0.02542 0.03395 -0.53
N 0.40829 -1.20064 -0.06492 0.06
N -0.87128 -1.12718 -0.04110 0.08
N -1.23832 0.11357 0.10893 0.06
O -0.07210 0.93575 0.12966 0.05
H -2.13812 0.53537 -0.06643 0.18
```

The LUMO energy (alpha / beta) comes out at -1.682 / -1.682 eV. For the HOMO-LUMO gap (alpha / beta), the calculation gives 6.53 / 6.54 eV. As for the structure (SMILES): S=c1nn[nH]o1. Its HOMO energy (alpha / beta) is -0.302 / -0.302 Eh. Its electronic energy is -18399.961 eV. The spin multiplicity is 1. Its total charge is 0. The calculation puts the energy above the lowest of the compared OMol25 structures with the same formula, charge and spin at 143.06 kcal per mole. The largest force on an atom comes out at 6.36 eV/Å.